22
Properties=species:S:1:pos:R:3 method="wB97M-V/def2-TZVPD" total_charge=+1 s2=0.753 e_tot_ha=-237.76890 spin_multiplicity=2 largest_force_ev_per_a=4.66
C -1.207 0.164 1.110
C -2.068 0.667 2.268
C 0.146 -0.455 1.588
C -1.874 -0.698 0.068
H -0.650 1.130 0.615
H -1.628 1.534 2.820
H -2.165 -0.093 2.980
H 0.053 -1.321 2.286
H 0.808 -0.733 0.716
H 0.881 0.319 2.059
H -1.083 -1.084 -0.631
H -2.463 -1.501 0.563
H -2.579 -0.212 -0.642
H -3.029 1.026 1.988
C 2.169 0.136 -1.504
C 2.009 0.199 -2.952
H 2.128 1.084 -1.031
H 1.474 -0.501 -1.024
H 3.130 -0.224 -1.233
H 2.303 -0.833 -3.418
H 2.649 0.963 -3.379
H 0.996 0.432 -3.245